C51H111N12O16 | ωB97M-V/def2-TZVPD

Last column: Löwdin charge in e.
Positions of all 190 atoms, in Å:
1 C 0.1683 -1.9523 0.0268  -0.0034
2 C -0.1005 -0.4278 0.1885  -0.4537
3 C -1.2668 -0.0195 -0.7993  -0.0864
4 C -1.7568 1.4583 -0.6179  -0.1398
5 C -2.1989 1.6594 0.8436  -0.1370
6 C -1.2211 1.1673 1.9603  -0.3939
7 N -0.5985 -0.2233 1.5806  0.1483
8 O -0.3134 -1.0841 2.6937  0.1670
9 C -2.0809 1.2269 3.2526  -0.0153
10 C -0.0216 2.1746 2.1896  0.0114
11 C 1.1276 0.4117 -0.1072  -0.0024
12 H 0.2494 -2.0446 -1.0563  0.0962
13 H -0.6982 -2.5739 0.2521  0.1032
14 H 1.1633 -2.1558 0.4228  0.1002
15 H -2.0406 -0.7014 -0.4467  0.1245
16 H -1.0315 -0.2209 -1.8444  0.1385
17 H -2.6698 1.6753 -1.1724  0.1287
18 H -0.8984 2.1242 -0.7070  0.0986
19 H -3.1348 1.1066 0.9250  0.1276
20 H -2.3609 2.7259 0.9993  0.1333
21 H -1.3086 1.1614 4.0190  0.0853
22 H -2.8784 0.4875 3.3255  0.1053
23 H -2.4435 2.2525 3.3229  0.1017
24 H 0.4552 2.2738 1.2145  0.0612
25 H 0.6313 1.8891 3.0144  0.1076
26 H -0.4518 3.1483 2.4240  0.1072
27 H 1.9064 -0.0132 -0.7404  0.1154
28 H 1.6063 0.8459 0.7706  0.0889
29 H 0.8114 1.2698 -0.7003  0.0819
30 O -3.8907 3.4837 10.7452  0.0179
31 C -3.9461 4.2906 11.6634  -0.6389
32 N -4.9834 5.1124 11.8624  0.1573
33 C -2.8248 4.3412 12.6260  -0.0201
34 H -4.8622 5.6740 12.6930  0.1019
35 H -5.8866 5.0752 11.4120  0.1168
36 H -2.1277 3.5596 12.3238  0.0843
37 H -3.2555 4.0647 13.5884  0.0903
38 H -2.2431 5.2552 12.5063  0.0905
39 O -9.5256 3.0228 2.4178  0.0711
40 C -9.4189 4.1791 2.2302  -0.6760
41 N -9.7199 4.8326 1.1233  0.1667
42 C -9.0604 4.9771 3.4572  -0.0195
43 H -10.0065 5.7837 1.3062  0.1045
44 H -10.0007 4.3458 0.2841  0.1199
45 H -8.9635 6.0446 3.2594  0.0636
46 H -8.0472 4.7631 3.7974  0.0808
47 H -9.7144 4.8042 4.3119  0.0889
48 O 3.5603 7.3460 -4.9192  0.0298
49 C 2.3848 7.0627 -4.9648  -0.6731
50 N 2.0691 5.9396 -4.5342  0.1587
51 C 1.3347 7.8441 -5.7949  0.0106
52 H 2.7593 5.3989 -4.0328  0.1318
53 H 1.1862 5.5049 -4.7616  0.1191
54 H 0.7692 7.0581 -6.2954  0.0640
55 H 1.7220 8.3213 -6.6951  0.0803
56 H 0.6919 8.5004 -5.2083  0.0789
57 O 0.1000 1.8703 -7.8083  0.0713
58 C 0.2548 1.6378 -8.9394  -0.7026
59 N -0.4814 1.9676 -9.9435  0.1822
60 C 1.6625 1.0694 -9.1931  -0.0140
61 H -0.3579 1.5626 -10.8605  0.1189
62 H -1.3079 2.4953 -9.7017  0.1243
63 H 2.5469 1.6985 -9.0919  0.0824
64 H 1.8433 0.8214 -10.2390  0.0576
65 H 1.6339 0.1702 -8.5777  0.0799
66 O -9.3912 1.6387 -3.6687  0.0284
67 C -8.2912 1.1106 -3.8110  -0.6618
68 N -7.6714 0.8006 -2.6544  0.1450
69 C -7.6788 0.9534 -5.0497  -0.0182
70 H -8.0662 1.1822 -1.8067  0.1084
71 H -6.9519 0.1027 -2.5309  0.0986
72 H -6.9485 1.6715 -5.4229  0.1052
73 H -8.4343 0.7394 -5.8056  0.1066
74 H -7.0475 0.1022 -4.7946  0.0879
75 O 5.7740 -0.0138 6.2103  0.0252
76 C 5.7073 -0.2223 7.4127  -0.6642
77 N 5.3191 0.6341 8.3205  0.1637
78 C 6.2243 -1.5047 7.9687  -0.0162
79 H 5.0626 0.2569 9.2216  0.1151
80 H 5.0559 1.5389 7.9569  0.1213
81 H 5.5845 -1.9691 8.7191  0.0806
82 H 7.2200 -1.3969 8.3989  0.0897
83 H 6.2892 -2.0360 7.0192  0.0847
84 O -5.4008 6.7663 -3.7685  -0.0079
85 C -6.3496 7.4828 -3.3585  -0.6064
86 N -6.3890 8.1855 -2.2448  0.1533
87 C -7.6627 7.4387 -4.0964  -0.0151
88 H -5.5099 8.2167 -1.7485  0.1119
89 H -7.0986 8.5558 -1.6288  0.1167
90 H -7.5010 8.2772 -4.7738  0.0877
91 H -8.4998 7.6224 -3.4230  0.0740
92 H -7.8192 6.5528 -4.7118  0.0856
93 O -6.6190 -3.0053 2.4518  0.0309
94 C -7.6147 -3.5938 2.7879  -0.5698
95 N -8.9221 -3.0762 2.7737  0.1381
96 C -7.4346 -4.9027 3.5500  -0.0214
97 H -9.6142 -3.8117 2.7622  0.0866
98 H -9.1459 -2.0999 2.6441  0.1032
99 H -7.0773 -4.7873 4.5732  0.0829
100 H -6.6227 -5.5111 3.1516  0.0829
101 H -8.4109 -5.3644 3.6980  0.0666
102 O -1.0789 -9.0627 1.9591  0.0394
103 C -0.2080 -9.8248 1.6507  -0.6454
104 N -0.4481 -11.1338 1.7108  0.1542
105 C 1.1819 -9.3214 1.3049  -0.0077
106 H -1.4027 -11.2832 2.0048  0.1201
107 H 0.1676 -11.6896 1.1345  0.1055
108 H 1.2523 -8.4375 0.6709  0.0860
109 H 1.8040 -10.1990 1.1286  0.0667
110 H 1.7290 -9.0710 2.2138  0.0812
111 C 4.9861 -9.8089 -8.5059  -0.0707
112 C 3.5971 -9.1206 -8.5626  -0.2550
113 N 2.8374 -9.0570 -7.3083  -0.1669
114 C 3.6167 -8.4327 -6.1605  -0.2547
115 C 4.1115 -7.0244 -6.3943  -0.1026
116 C 2.3401 -10.3431 -6.8449  -0.3022
117 C 1.1006 -10.7567 -7.5717  -0.0992
118 H 5.5187 -9.3935 -7.6504  0.0596
119 H 5.3763 -9.6086 -9.5038  0.0765
120 H 4.7277 -10.8527 -8.3275  0.0599
121 H 3.8438 -8.1041 -8.8691  0.0947
122 H 2.9667 -9.5290 -9.3524  0.1102
123 H 2.9783 -8.5172 -5.2811  0.1004
124 H 4.5017 -8.9810 -5.8375  0.1009
125 H 3.5783 -6.4280 -7.1346  0.0739
126 H 4.1271 -6.5753 -5.4012  0.0693
127 H 5.1499 -6.9305 -6.7119  0.0661
128 H 2.0738 -10.1799 -5.8006  0.1061
129 H 3.0662 -11.1533 -6.9124  0.1104
130 H 0.3727 -9.9460 -7.6015  0.0843
131 H 0.6869 -11.5733 -6.9800  0.0675
132 H 1.3267 -11.3823 -8.4353  0.0717
133 C 9.2392 -6.1655 2.1931  -0.1090
134 C 10.1268 -5.0705 2.7584  -0.2870
135 N 11.3255 -5.6157 3.3665  -0.1814
136 C 11.1108 -6.3573 4.6377  -0.2493
137 C 11.8593 -7.7036 4.7611  -0.0699
138 C 12.3957 -4.5967 3.3182  -0.2453
139 C 12.1146 -3.2165 3.9628  -0.0792
140 H 9.1101 -7.0985 2.7417  0.0607
141 H 9.7205 -6.6241 1.3293  0.0695
142 H 8.2201 -5.8981 1.9139  0.0677
143 H 10.2523 -4.3344 1.9644  0.1178
144 H 9.4862 -4.5293 3.4548  0.1052
145 H 11.2044 -5.7472 5.5361  0.1020
146 H 10.0322 -6.5044 4.6931  0.0969
147 H 11.3184 -8.3727 4.0919  0.0617
148 H 12.8421 -7.5544 4.3138  0.0662
149 H 11.8019 -8.1702 5.7445  0.0706
150 H 12.9325 -4.5263 2.3721  0.1064
151 H 13.1929 -5.2208 3.7220  0.1022
152 H 11.7399 -3.3903 4.9715  0.0638
153 H 11.4645 -2.4884 3.4777  0.0646
154 H 13.0701 -2.6960 4.0268  0.0659
155 O -3.1186 -4.0092 -6.1727  0.0782
156 C -2.8656 -4.1088 -7.3764  -0.4321
157 O -1.6440 -4.4199 -7.8847  0.0238
158 C -1.5456 -4.2582 -9.2816  -0.1541
159 C -2.9065 -3.7803 -9.7107  -0.1787
160 C -3.7637 -3.6863 -8.5029  -0.0904
161 H -1.1509 -5.1264 -9.8095  0.1333
162 H -0.8771 -3.3978 -9.3108  0.1260
163 H -3.3248 -4.4180 -10.4894  0.1150
164 H -2.8966 -2.8636 -10.3004  0.1158
165 H -4.7112 -4.2172 -8.5951  0.1325
166 H -4.1058 -2.6742 -8.2870  0.1305
167 O -2.8001 10.2905 8.3669  0.1080
168 C -3.7026 10.6667 7.6482  -0.4576
169 O -3.7382 11.9845 7.2515  -0.0040
170 C -4.7432 12.3072 6.2788  -0.1291
171 C -5.2316 10.8893 5.8702  -0.1506
172 C -4.8215 9.9444 6.9793  -0.0987
173 H -4.3725 12.9655 5.4930  0.1242
174 H -5.5205 12.8305 6.8355  0.1185
175 H -4.6371 10.5336 5.0287  0.1156
176 H -6.3136 10.7931 5.7802  0.1125
177 H -4.4837 8.9675 6.6335  0.1306
178 H -5.6522 9.8608 7.6800  0.1305
179 O 0.5728 9.7984 2.4411  0.0971
180 C 1.7760 9.7025 2.5691  -0.5004
181 O 2.4772 8.7278 2.0051  0.0212
182 C 3.8498 8.7552 2.3456  -0.1550
183 C 4.0751 10.1329 2.9724  -0.1393
184 C 2.6904 10.4147 3.5412  -0.0840
185 H 4.4742 8.7732 1.4524  0.1216
186 H 3.9408 7.7847 2.8334  0.1319
187 H 4.3493 10.8960 2.2439  0.1229
188 H 4.7287 10.1478 3.8446  0.1164
189 H 2.4016 11.4654 3.5649  0.1310
190 H 2.5472 9.8750 4.4773  0.1365

Atomic forces in eV per Å
0.23 1.42 -1.22
-0.67 -2.13 -0.76
-0.90 0.84 1.50
0.78 -1.21 1.81
0.70 -0.95 -0.84
-1.24 0.52 0.17
1.52 -1.96 7.65
-1.94 5.45 -8.04
1.98 -0.54 -0.11
-0.69 -0.51 -1.14
0.78 1.61 0.02
0.28 -0.15 -0.13
0.41 -0.05 0.75
-0.49 -0.67 0.43
-0.58 0.01 -0.66
0.41 -0.26 0.27
0.66 0.18 -0.71
-0.40 0.30 -1.08
-0.13 0.17 0.53
-0.15 -0.14 0.29
-0.66 -0.47 0.73
0.19 0.08 0.05
-0.27 -0.19 -0.22
0.44 0.32 0.60
0.09 -0.23 -0.31
-0.25 -0.16 0.07
-0.30 -0.90 0.29
0.17 -0.51 -0.07
0.00 0.10 0.13
-0.47 0.18 -0.16
0.17 -1.69 -2.05
-0.12 1.13 1.26
0.64 -0.42 -0.05
-0.66 0.18 -0.23
0.46 -0.23 -0.10
-0.22 -0.10 0.10
0.56 0.64 0.43
-0.36 0.32 0.78
0.05 -4.28 -0.60
-0.19 1.39 2.75
-0.08 1.62 -1.34
0.99 1.71 0.11
0.10 -0.08 -0.76
-0.20 0.07 0.27
-0.48 0.29 0.05
0.00 -0.62 -0.14
-0.17 -0.13 -0.37
1.53 1.96 0.31
1.93 5.26 -3.95
-3.58 -6.70 2.79
0.07 -1.09 -0.18
-0.07 0.12 -0.26
0.12 0.06 0.30
-0.78 -0.04 0.39
0.69 0.53 0.69
0.09 -0.10 -0.11
-2.60 1.40 5.12
6.05 -0.95 -1.28
-2.57 0.78 -2.49
-0.47 -1.13 -1.99
-0.05 0.34 0.26
-0.21 -0.22 -0.43
-0.57 0.46 1.20
-0.41 -0.74 -0.30
0.83 0.06 -0.07
-0.24 0.07 -0.66
-3.47 3.04 3.61
1.64 -0.76 1.12
2.18 -2.04 -2.67
-0.24 -0.29 -0.30
-0.04 0.26 -0.32
-0.42 0.54 0.46
0.31 -0.09 -0.02
0.28 -0.73 -1.20
-0.29 0.52 0.14
1.36 -1.33 -1.18
-0.93 1.67 0.96
0.10 -0.72 -0.80
0.02 0.74 -0.08
-0.36 0.02 0.63
-0.09 -0.11 -0.19
-0.02 0.18 -0.08
0.18 -0.98 0.60
-1.20 2.32 1.29
-0.36 -4.25 -2.16
2.24 1.33 2.69
0.36 0.66 -0.31
0.23 -0.09 -0.14
-0.70 -0.28 -1.18
-0.75 0.20 -0.28
-0.07 0.10 -0.25
0.27 0.00 0.35
0.12 0.89 -0.73
-0.16 0.46 1.74
1.40 -1.50 0.00
-0.67 -0.22 0.08
-0.35 0.74 0.17
0.15 -0.36 -0.38
-0.10 0.98 0.07
-0.59 -0.21 -0.62
0.24 -0.73 -0.37
-1.39 1.70 0.47
0.95 1.57 0.07
1.02 -0.55 -0.30
0.70 -1.23 1.05
0.15 -0.88 -0.46
-0.76 -0.73 0.36
-0.19 -0.61 -0.33
0.19 0.14 -1.45
-0.67 0.59 0.59
-2.25 -0.09 0.08
0.64 0.81 0.48
1.42 0.60 1.23
-0.43 -0.58 -1.23
0.36 0.56 0.20
-0.15 0.65 -0.08
-0.25 -1.62 0.65
0.47 -0.10 -0.47
0.73 -0.38 0.36
0.89 -0.26 -0.18
-0.48 0.32 0.02
-0.02 -0.19 0.09
-0.32 0.45 -0.20
0.20 -0.70 -0.27
-0.56 -0.05 0.39
-0.27 0.58 -0.15
0.16 -0.57 -0.17
0.11 -0.27 0.09
0.36 -0.11 0.24
0.08 -0.21 -0.69
-0.51 0.12 0.50
-0.18 1.04 -0.91
0.03 -1.46 -1.03
-1.89 -0.92 0.54
0.23 1.01 -1.00
-0.80 0.63 0.01
-1.00 0.76 -1.32
0.38 -1.35 0.56
0.91 -0.74 0.37
0.12 0.36 1.07
0.06 0.45 -0.56
0.11 0.52 -0.06
0.94 -0.19 -0.04
0.05 0.33 0.69
0.84 0.47 0.08
-0.10 -0.51 -0.25
0.20 -0.25 -0.15
0.26 -0.35 0.58
0.45 0.41 0.07
-1.16 0.36 -0.96
0.54 0.86 1.49
0.01 0.22 0.10
-0.30 -0.61 -0.45
0.11 0.01 0.27
0.96 -0.70 -2.77
-0.42 0.74 2.36
-0.51 -1.21 1.97
0.37 1.77 0.22
-0.84 -0.06 -2.84
-0.93 0.36 0.33
-0.06 -0.02 0.37
0.55 -0.33 -0.84
-0.15 -0.62 0.35
0.48 0.41 0.46
0.27 -0.49 0.32
0.29 0.16 0.10
-1.58 0.15 -0.82
1.93 0.94 0.48
0.83 0.22 0.18
-0.79 -1.57 1.30
0.18 -0.05 -0.55
-0.16 0.19 0.57
0.27 -0.39 0.06
-0.16 0.18 -0.20
-0.64 0.35 -0.62
0.18 0.31 -0.82
-0.22 0.05 0.17
0.17 -0.38 0.27
1.29 0.16 -0.17
-1.68 -0.12 1.09
-0.63 -0.41 -1.65
0.64 0.28 -0.92
-0.58 -0.20 1.95
-0.53 0.51 -1.04
-0.30 -0.62 -0.29
0.95 0.51 0.81
0.17 -0.30 -0.04
0.61 -0.09 -0.51
0.11 -0.14 0.52
-0.07 0.40 0.26

Summary:
E in Eh: -3870.2420
Charge: +1
E_HOMO in eV: -9.183
Molar mass in g mol⁻¹: 1148.5
Gap between HOMO and LUMO in eV: 2.376